{
  "formula": "C23H28Cl3GeMgN3O6S2",
  "method": "wB97M-V/def2-TZVPD",
  "species": ["Ge", "Cl", "Cl", "Cl", "S", "S", "Mg", "O", "O", "O", "O", "O", "O", "N", "N", "N", "C", "C", "C", "C", "C", "C", "C", "C", "C", "C", "C", "C", "C", "C", "C", "C", "C", "C", "C", "C", "C", "C", "C", "H", "H", "H", "H", "H", "H", "H", "H", "H", "H", "H", "H", "H", "H", "H", "H", "H", "H", "H", "H", "H", "H", "H", "H", "H", "H", "H", "H"],
  "positions_angstrom": [[0.43, 1.38, -2.56], [-1.49, 0.43, -3.21], [1.97, 0.29, -3.78], [0.33, 3.30, -3.70], [2.26, -2.75, 2.06], [3.24, -2.47, -0.76], [0.64, 0.52, 0.22], [4.59, 0.66, 1.58], [-4.46, -4.75, -0.03], [-3.28, -6.38, -1.14], [-1.30, -0.63, 0.39], [2.60, 0.73, 0.58], [0.46, -1.30, -0.73], [-3.40, 3.18, -0.50], [4.78, -2.37, 1.27], [0.37, 0.58, 2.38], [-2.67, -3.04, -0.10], [5.64, -1.91, 0.20], [-2.51, -5.24, -1.05], [-4.58, -5.97, -0.74], [-1.36, -2.82, -0.55], [-1.22, -5.05, -1.48], [-2.23, 2.43, -0.07], [-0.70, -1.50, -0.28], [-3.22, -4.26, -0.38], [0.16, 5.30, 0.61], [1.30, 1.53, 3.01], [-0.65, -3.80, -1.22], [1.43, 3.47, -0.28], [-4.59, 2.36, -0.34], [3.36, 0.79, 1.60], [-0.96, 3.25, -0.02], [5.03, -2.49, -1.07], [0.27, 2.71, -0.40], [2.73, 1.00, 2.98], [-3.27, 3.61, -1.89], [-1.00, 4.55, 0.49], [3.48, -2.53, 0.96], [1.39, 4.76, 0.23], [-3.20, -2.25, 0.42], [-2.06, 1.54, -0.69], [-5.21, -5.82, -1.63], [-1.96, 4.97, 0.78], [-4.13, 4.22, -2.16], [5.63, -0.82, 0.18], [-3.20, 2.76, -2.59], [2.30, 5.34, 0.31], [-0.60, 0.80, 2.61], [0.36, -3.58, -1.53], [-5.47, 2.94, -0.64], [-0.67, -5.83, -1.99], [1.24, 2.47, 2.46], [-5.01, -6.73, -0.09], [-4.70, 2.07, 0.70], [1.03, 1.74, 4.05], [5.36, -3.51, -1.26], [-2.44, 2.05, 0.94], [2.38, 3.04, -0.59], [4.97, -2.09, 2.22], [-2.37, 4.21, -2.01], [3.38, 1.67, 3.54], [0.55, -0.37, 2.68], [0.12, 6.31, 1.00], [5.25, -1.87, -1.94], [6.66, -2.28, 0.35], [-4.55, 1.44, -0.95], [2.78, 0.03, 3.49]],
  "total_charge": -1,
  "multiplicity": 2,
  "total_energy_ev": -162268.70987
}